(1)
Below is a cluster of 6 separate species, C24H43O14PS in total at a distorted geometry, with properties calculated with wB97M-V/def2-TZVPD.

LUMO: -0.23 eV
ΔE to the lowest compared entry with this formula, charge and spin: 0.00 kcal per mole
Total energy: -74373.6564 eV
HOMO energy: -0.28824 Eh

Last column: Mulliken charge in e.
CARTESIAN COORDINATES (ANGSTROEM)
1 S -3.38025 -2.99960 1.00928  -0.423
2 P -2.85523 -2.41278 -0.78348  0.359
3 O 5.11913 5.89224 5.59186  -0.350
4 O 0.50064 6.43621 0.08498  -0.501
5 O 1.78594 2.29131 1.97521  -0.379
6 O 2.25091 -1.54525 -1.25960  -0.507
7 O -5.66402 -1.04792 -2.71534  -0.534
8 O 1.00607 5.46382 -1.81192  -0.369
9 O -0.61613 -4.75433 -1.16936  -0.627
10 O -0.49889 -0.10584 -0.94470  -0.545
11 O -2.29175 -6.39035 1.01346  -0.508
12 O 3.33478 5.33080 4.45806  -0.541
13 O 1.01386 -3.30264 -0.46908  -0.278
14 O 1.30697 0.50203 0.81476  -0.705
15 O -5.67138 -2.95314 -3.79421  -0.371
16 O -2.48783 -8.57193 0.79357  -0.372
17 C -2.03456 -9.81057 0.25481  -0.399
18 C 0.78954 5.25308 -3.20926  -0.412
19 C -0.24882 -3.65780 -0.87248  0.567
20 C 7.39896 5.08281 5.90828  -0.940
21 C 1.69140 6.12479 -4.05793  -1.005
22 C 4.25679 4.96795 5.13612  0.819
23 C 3.12693 1.76491 -0.01102  -0.831
24 C -1.78160 -7.42116 0.68514  0.680
25 C -7.82223 -1.87200 -3.24735  -1.059
26 C 2.68577 3.35409 2.35762  -0.107
27 C -6.31389 -1.92749 -3.20514  0.790
28 C -1.06822 -2.40553 -0.87568  -0.262
29 C 2.43869 4.59374 1.52815  -0.976
30 C 6.13646 5.61155 6.55631  -0.437
31 C -0.33684 7.53656 -1.84186  -1.167
32 C 0.39277 6.43632 -1.10724  0.839
33 C -6.89786 -3.99112 -5.62991  -0.975
34 C -1.11800 -10.54280 1.21322  -0.938
35 C 4.52534 3.50756 5.42590  -1.104
36 C -0.19624 -1.40296 -0.92213  0.878
37 C -0.33967 -7.46644 0.23667  -0.514
38 C 1.19557 -1.99333 -0.92542  0.282
39 C 2.02652 1.46279 0.97150  0.688
40 C -6.33124 -4.14330 -4.23387  -0.429
41 H 5.10432 3.08377 4.60684  0.248
42 H -7.08583 -4.45560 -3.51138  0.358
43 H -1.61904 -10.69543 2.16891  0.292
44 H -0.26420 5.37872 -3.46010  0.358
45 H 3.72345 3.01473 2.30952  0.185
46 H -3.36820 -3.31321 -1.72838  0.024
47 H 6.34199 6.56603 7.03687  0.303
48 H -7.33851 -4.92978 -5.96595  0.356
49 H 7.75902 5.78613 5.15792  0.296
50 H -0.20881 -9.97500 1.40998  0.272
51 H -6.11027 -3.70442 -6.32636  0.308
52 H -0.10823 -8.28383 -0.44504  0.276
53 H -0.76465 7.22835 -2.79298  0.350
54 H -5.56104 -4.91224 -4.23112  0.348
55 H 5.04835 3.33376 6.36263  0.373
56 H -1.57453 -9.66291 -0.72354  0.370
57 H 5.75932 4.94578 7.33341  0.376
58 H 1.02631 4.20414 -3.37860  0.328
59 H -3.34913 -1.13084 -1.05073  0.106
60 H 1.55264 5.90003 -5.11552  0.380
61 H -1.15615 7.87550 -1.21387  0.331
62 H 1.48897 7.18449 -3.90231  0.274
63 H -0.28692 0.25573 -0.05020  0.477
64 H -0.83594 -11.51440 0.80574  0.344
65 H 2.73536 5.95232 -3.79703  0.303
66 H 8.17880 4.93800 6.65593  0.352
67 H -0.13202 -6.54420 -0.29546  0.038
68 H 3.51432 0.82028 -0.38680  0.338
69 H 7.22515 4.13169 5.40481  0.264
70 H 1.40564 4.90931 1.61803  0.359
71 H 3.96043 2.31547 0.41668  0.354
72 H -7.66468 -3.21743 -5.67076  0.272
73 H 0.34993 8.36555 -2.00618  0.279
74 H -8.12925 -1.29852 -4.12077  0.278
75 H -8.30152 -2.84772 -3.26913  0.360
76 H 2.70546 2.33155 -0.84020  0.117
77 H 3.08075 5.40656 1.86047  0.429
78 H 3.57283 2.98830 5.49057  0.373
79 H -2.93706 -10.39770 0.09014  0.302
80 H -8.16616 -1.36318 -2.35103  0.305
81 H 2.62611 4.41390 0.46883  0.223
82 H 0.30368 -7.53350 1.11368  0.237
83 H 2.47089 3.55552 3.39457  0.148

(2)
Below is a structure of composition C24H43O14S3V2 at a distorted geometry, with properties calculated with wB97M-V/def2-TZVPD.

LUMO (alpha / beta): -9.33 / -10.64 eV
Multiplicity: 2
Net charge: +2
Total energy: -138104.3597 eV
HOMO energy (alpha / beta): -0.48926 / -0.48926 Eh

Last column: Mulliken spin population.
CARTESIAN COORDINATES (ANGSTROEM)
1 V 4.68990 25.67695 -12.30550  0.000
2 V 2.72274 27.95215 -10.59163  0.000
3 S 2.93917 29.36630 -6.83746  0.000
4 S -3.89632 28.14567 -5.80134  0.000
5 S -0.61497 22.43820 -13.70678  0.000
6 O 1.21040 27.61460 -10.13115  0.000
7 O -0.94444 23.87585 -13.41793  0.000
8 O -0.80914 21.85379 -15.06701  0.000
9 O -2.55070 27.96026 -6.91651  0.000
10 O 3.92238 26.00745 -10.07447  0.000
11 O 6.24175 25.75456 -12.08651  0.000
12 O 3.81185 30.77292 -7.13261  0.000
13 O 2.74657 28.64079 -8.17754  0.000
14 O 1.84778 29.62045 -5.95277  0.000
15 O 3.08838 29.47378 -10.50389  0.000
16 O 4.27722 24.25774 -12.75484  0.000
17 O -5.08890 27.40178 -6.25080  0.000
18 O -3.43275 28.02671 -4.46847  0.000
19 O 0.94184 22.16072 -13.08256  0.001
20 C 5.48463 24.73083 -4.81614  0.000
21 C 3.45414 33.07583 -6.45706  0.000
22 C 4.96568 20.32418 -9.11558  0.141
23 C 1.23325 22.31679 -11.73233  0.002
24 C -1.70099 21.37415 -12.60914  0.000
25 C 4.80593 18.57272 -11.23698  0.129
26 C 5.25943 19.88913 -11.43168  0.255
27 C 7.64294 25.75867 -5.09366  0.000
28 C -1.23610 27.87725 -6.39168  0.000
29 C 2.71450 24.99192 -8.04927  0.000
30 C 3.86882 31.69366 -6.09053  0.000
31 C 4.64916 23.79912 -9.16157  -0.001
32 C 5.35475 20.78483 -10.35692  0.069
33 C 5.72456 24.49348 -3.47423  0.000
34 C 7.90917 25.44222 -3.77245  0.000
35 C 6.90683 24.89849 -2.90411  0.000
36 C 4.45026 18.18055 -10.00288  0.111
37 C 6.41135 25.36329 -5.54682  0.000
38 C 4.25380 28.56350 -5.92399  0.000
39 C 4.43835 19.04683 -8.91884  0.239
40 C 1.59382 21.00842 -11.24362  -0.019
41 C 4.01955 25.22296 -8.88359  0.000
42 C -0.51381 26.69457 -6.92553  0.000
43 C -4.07087 29.98173 -6.08988  0.000
44 H -3.13675 30.37831 -5.69208  0.000
45 H 2.07062 22.98150 -11.51998  0.000
46 H 4.94349 24.05732 -2.86917  0.000
47 H 5.69801 23.79558 -9.45819  0.001
48 H 4.21251 18.81264 -7.88901  -0.006
49 H 4.66157 25.76815 -8.19172  0.000
50 H 5.25418 21.06470 -8.38428  0.005
51 H 1.90270 25.64155 -8.37647  0.000
52 H 4.53888 24.51649 -5.29156  0.000
53 H -4.24982 30.11323 -7.15702  0.000
54 H -2.66087 21.88935 -12.57293  0.000
55 H 2.30582 23.99214 -8.19601  0.000
56 H 4.90534 17.94237 -12.10829  0.005
57 H 4.63673 23.19515 -8.25428  0.000
58 H 2.89035 25.20509 -6.99489  0.000
59 H 0.42084 22.54979 -11.04400  0.001
60 H -1.16315 27.86752 -5.30416  0.000
61 H -0.96169 25.70531 -6.83134  0.000
62 H 8.84900 25.63579 -3.27682  0.000
63 H 4.65642 29.27256 -5.20064  0.000
64 H -1.29869 21.24099 -11.60489  0.000
65 H 3.86575 27.72065 -5.35203  0.000
66 H 4.09317 23.36611 -9.99312  -0.001
67 H 4.93558 31.75727 -5.87585  0.000
68 H -0.69183 28.78515 -6.65165  0.000
69 H 3.29455 31.46642 -5.19237  0.000
70 H 2.38193 33.10403 -6.65119  0.000
71 H 7.09520 24.73661 -1.85305  0.000
72 H 3.64511 33.74317 -5.61665  0.000
73 H 2.61205 20.81060 -11.57856  0.024
74 H 5.53494 20.23384 -12.41741  0.010
75 H 1.06103 20.13885 -11.62844  0.000
76 H 0.47081 26.74083 -6.46026  0.000
77 H 4.12797 17.15213 -9.93304  0.007
78 H -1.81791 20.39826 -13.08038  0.000
79 H 4.07072 33.40613 -7.29302  0.000
80 H 5.63383 21.81085 -10.54612  0.021
81 H 4.97887 28.21635 -6.66010  0.000
82 H 8.39274 26.14753 -5.76670  0.000
83 H 1.69877 20.80503 -10.17792  0.003
84 H 6.20896 25.62343 -6.57530  0.000
85 H -4.94820 30.40816 -5.60352  0.000
86 H -0.64267 26.79858 -8.00287  0.000